158
Properties=species:S:1:pos:R:3:forces:R:3 method="wB97M-V/def2-TZVPD" total_charge=0 smiles="CCCCCCCCCCCCCNC(=O)OCNC.C[C@@H]1COC(=O)O1.C[C@@H]1COC(=O)O1.C[C@@H]1COC(=O)O1.C[C@@H]1COC(=O)O1.C[C@@H]1COC(=O)O1.C[C@@H]1COC(=O)O1.C[C@@H]1COC(=O)O1.C[C@@H]1COC(=O)O1" homo_lumo_gap_ev=9.53 spin_multiplicity=1 lumo_ev=0.36 largest_force_ev_per_a=3.6
C 7.914099 -1.747049 -0.004636 0.5 0.4 -0.7
C 8.102507 -0.211569 -0.050443 -0.9 -0.7 0.1
C 7.377250 0.471727 -1.242352 1.1 -0.1 0.2
C 7.523494 -0.217460 -2.624357 -1.1 0.1 -0.4
C 6.155602 -0.491377 -3.331987 0.5 0.7 1.1
C 5.125268 -1.180875 -2.430303 -0.4 -0.4 -1.4
C 3.876307 -1.657399 -3.237087 0.3 -0.2 0.3
C 3.447003 -3.066089 -2.788510 -0.8 1.0 0.4
C 2.868307 -2.969061 -1.344524 0.0 -1.0 0.1
C 1.511587 -3.678581 -1.196192 -0.1 -0.1 -0.8
C 0.402203 -3.062813 -2.097416 -0.2 -0.2 1.2
C -0.532900 -2.113719 -1.284739 0.9 -1.0 0.1
C -1.731817 -2.920556 -0.773222 -0.2 -0.1 -0.3
N -2.898541 -2.125122 -0.285987 -0.2 0.4 -1.4
C -2.586741 -0.829054 0.108557 -1.7 -0.7 -1.5
O -1.878976 -0.582845 0.997909 2.5 0.8 2.5
O -3.237763 0.159224 -0.594952 0.2 -0.5 -0.3
C -2.374365 1.134424 -1.189692 -0.5 1.5 -0.6
N -2.253053 1.018430 -2.649633 0.1 -0.5 0.8
C -3.249299 0.157238 -3.263809 -0.1 0.0 -0.6
H 6.921433 -2.066734 -0.328696 0.0 0.1 0.3
H 8.158229 -2.143934 0.982012 -0.1 0.0 -0.1
H 8.618023 -2.172976 -0.728635 -0.1 -0.2 0.2
H 9.175051 -0.027595 -0.036459 -0.1 0.3 -0.1
H 7.644043 0.183053 0.863649 0.3 0.2 0.0
H 6.338032 0.619149 -0.943891 0.0 -0.1 -0.3
H 7.812831 1.472458 -1.336496 -0.2 0.0 0.1
H 8.052816 0.457244 -3.299033 0.2 -0.2 0.1
H 8.069034 -1.165564 -2.601848 0.1 0.1 0.3
H 5.766438 0.498760 -3.602525 -0.1 -0.2 -0.3
H 6.360172 -1.070035 -4.236755 -0.2 0.0 0.0
H 4.756315 -0.499308 -1.666339 0.4 -0.2 0.3
H 5.593643 -2.068867 -1.995128 -0.1 0.2 0.3
H 4.066733 -1.623280 -4.315465 0.1 0.0 0.1
H 3.065162 -0.953477 -3.017848 -0.1 -0.1 -0.3
H 4.292465 -3.754192 -2.830646 -0.1 0.0 0.0
H 2.657614 -3.472905 -3.428498 0.2 0.0 -0.2
H 3.572956 -3.506304 -0.700200 -0.1 0.5 0.3
H 2.745541 -1.932881 -1.013141 0.3 0.0 0.0
H 1.156062 -3.693271 -0.158490 0.2 0.1 0.0
H 1.664891 -4.717555 -1.510385 -0.2 0.4 0.2
H -0.211411 -3.906201 -2.431394 0.1 0.2 -0.5
H 0.865006 -2.548214 -2.939514 -0.2 -0.1 -0.1
H 0.054582 -1.816550 -0.412009 -0.2 0.7 -0.2
H -0.814606 -1.260639 -1.902918 -0.3 0.1 0.2
H -2.102904 -3.500020 -1.625562 -0.2 0.1 0.2
H -1.437703 -3.666263 -0.031625 0.2 0.3 0.1
H -3.521212 -2.030289 -1.083032 -0.1 -0.1 0.2
H -1.392463 1.190995 -0.718029 0.0 -0.4 0.0
H -2.851721 2.102210 -1.008628 -0.1 -0.2 0.3
H -1.312274 0.744269 -2.902009 -0.1 -0.2 -0.1
H -3.159165 0.237168 -4.350678 0.1 -0.1 0.1
H -4.264187 0.475530 -3.018972 0.1 0.1 0.1
H -3.173820 -0.906837 -2.991758 0.1 0.1 0.0
C -1.600104 2.530457 2.199334 -0.1 0.0 -0.5
C -0.797210 3.783064 1.946149 -0.3 -0.6 0.4
C -0.986617 4.853028 2.987136 0.3 0.2 0.1
O -0.749621 6.056030 2.231545 -0.1 -0.1 -0.4
C -1.069872 5.786461 0.944466 0.0 0.1 0.1
O -1.186783 6.609356 0.089401 0.0 -0.1 0.0
O -1.245713 4.453637 0.753796 0.2 0.4 0.0
H -1.416030 1.794850 1.419553 0.1 -0.1 0.1
H -1.343865 2.087043 3.160945 0.0 0.1 0.0
H -2.669835 2.746944 2.182958 0.0 0.1 0.2
H 0.260818 3.535296 1.815362 0.0 0.1 0.0
H -0.282600 4.770956 3.811522 0.0 0.2 0.0
H -1.994181 4.885940 3.383596 0.0 -0.1 -0.1
C 2.097423 -9.182987 1.233103 0.3 -0.1 -0.1
C 3.082357 -8.556260 0.277148 -0.3 -0.4 0.6
C 3.849779 -7.394324 0.852326 0.3 0.0 0.1
O 4.122229 -6.602986 -0.312030 -0.2 0.0 -0.1
C 3.137330 -6.861294 -1.209452 0.0 0.0 -0.1
O 2.941517 -6.222449 -2.195317 0.2 -0.3 0.0
O 2.403183 -7.935335 -0.829464 0.3 0.3 -0.1
H 1.587244 -10.014302 0.756981 0.0 -0.1 0.0
H 2.601687 -9.550472 2.129728 0.1 0.0 -0.1
H 1.338752 -8.470999 1.522611 0.1 0.1 0.1
H 3.757992 -9.316819 -0.126183 0.1 0.1 -0.1
H 4.775549 -7.697796 1.336712 0.1 0.1 -0.2
H 3.261019 -6.793582 1.549850 -0.1 -0.1 0.0
C -6.924159 4.992854 6.490731 0.1 -0.1 0.6
C -5.732166 5.243451 5.598484 -0.6 -0.1 0.5
C -5.776014 4.495415 4.293940 -0.1 0.1 -0.4
O -4.384537 4.312421 4.004515 0.2 -0.1 0.2
C -3.726489 4.304553 5.196290 -0.1 -0.1 0.3
O -2.589524 3.966880 5.324608 -0.1 0.0 0.1
O -4.528036 4.723246 6.197657 0.4 0.0 -0.5
H -6.834725 5.566478 7.415885 0.0 0.1 -0.1
H -7.849006 5.275242 5.995609 0.0 0.1 -0.1
H -6.977969 3.941756 6.777175 0.0 0.2 -0.2
H -5.591991 6.311018 5.437518 0.1 0.0 -0.1
H -6.266290 5.057452 3.504723 0.2 0.1 -0.1
H -6.242376 3.512284 4.377477 0.0 0.0 0.1
C -8.459239 -1.276125 4.340734 -0.3 0.1 0.3
C -7.538775 -0.081163 4.280124 -0.3 -0.6 -0.1
C -6.072553 -0.432091 4.228716 0.2 0.0 -0.3
O -5.467710 0.704063 4.853626 -0.2 0.1 0.2
C -6.383053 1.230277 5.705310 0.1 -0.1 0.1
O -6.137203 2.054675 6.527062 0.0 -0.4 -0.1
O -7.611685 0.688951 5.491455 0.3 0.2 -0.1
H -9.500618 -0.953674 4.367396 0.0 0.0 -0.1
H -8.317147 -1.923019 3.474627 0.0 0.1 0.0
H -8.283765 -1.853487 5.249674 0.1 0.0 -0.1
H -7.820183 0.571089 3.448156 0.1 0.0 0.0
H -5.702326 -0.554757 3.212861 0.1 0.2 0.1
H -5.822223 -1.322800 4.810205 -0.1 0.0 0.0
C 0.586672 7.381032 -2.269290 0.3 0.0 0.3
C 1.784023 7.594033 -3.163977 -0.7 -0.1 0.3
C 1.721425 6.839680 -4.467662 0.0 0.1 -0.3
O 3.105639 6.630467 -4.767825 0.0 0.0 0.2
C 3.774708 6.614767 -3.582004 0.1 0.0 0.1
O 4.901660 6.262297 -3.450658 -0.1 0.0 0.0
O 2.977164 7.052746 -2.573277 0.2 0.0 -0.4
H 0.688941 7.957615 -1.351126 -0.1 0.0 0.0
H -0.334392 7.684114 -2.767665 0.0 0.0 0.0
H 0.500684 6.335815 -1.973200 0.0 0.0 -0.1
H 1.946056 8.663182 -3.331358 0.1 0.0 -0.1
H 1.238354 7.407396 -5.260634 0.2 0.0 -0.1
H 1.234060 5.865577 -4.376791 0.0 0.0 0.1
C -11.235920 9.276333 4.216819 0.2 0.3 0.0
C -10.356538 8.158264 3.711527 -0.5 0.4 0.2
C -10.385632 6.915553 4.564648 -0.2 -0.3 0.0
O -9.084426 6.362086 4.336921 0.1 0.2 -0.1
C -8.257119 7.394900 4.024529 0.1 0.3 -0.1
O -7.070185 7.324326 3.972375 -0.3 0.0 0.0
O -8.969332 8.522374 3.776858 0.1 -0.4 0.0
H -11.174406 10.138293 3.552261 -0.1 -0.1 0.0
H -12.276879 8.957655 4.278270 0.0 -0.1 0.0
H -10.907014 9.612129 5.201418 0.0 -0.1 0.0
H -10.596583 7.930135 2.669146 0.1 -0.1 0.0
H -11.160517 6.214096 4.262523 0.2 -0.1 0.0
H -10.491195 7.127352 5.631660 0.0 0.1 0.0
C -3.556810 -9.800523 -2.323901 -0.3 0.2 0.3
C -2.178358 -9.380257 -1.874057 -0.5 -0.2 -0.3
C -1.194201 -10.516146 -1.757586 0.3 -0.1 -0.2
O -0.308849 -10.046571 -0.736199 -0.2 0.1 0.2
C -1.017477 -9.194539 0.051316 -0.1 0.2 0.1
O -0.650603 -8.781425 1.104915 -0.7 -0.1 -0.3
O -2.204452 -8.879787 -0.528301 0.4 -0.1 0.0
H -4.214428 -8.933801 -2.394725 0.0 0.0 -0.1
H -3.518133 -10.288631 -3.298144 0.1 0.0 0.0
H -4.008662 -10.481939 -1.601298 0.1 -0.1 0.0
H -1.794595 -8.587010 -2.521602 0.1 0.0 0.1
H -0.650975 -10.700717 -2.682093 0.2 0.1 0.1
H -1.652131 -11.449131 -1.418941 -0.1 0.1 0.0
C 12.588932 -1.322145 -5.911879 0.2 -0.3 0.2
C 11.399993 -0.939145 -5.063607 0.4 -0.1 -0.5
C 11.114193 0.540739 -5.034061 -0.3 0.3 -0.1
O 10.501314 0.711916 -3.752316 0.4 -0.3 0.0
C 10.981202 -0.278745 -2.948799 -0.1 0.1 0.0
O 10.837293 -0.312272 -1.773381 0.1 -0.1 0.1
O 11.645740 -1.214970 -3.678877 -0.3 0.3 0.2
H 12.735112 -2.402586 -5.896362 -0.1 0.0 -0.1
H 12.450307 -1.004421 -6.945799 -0.1 0.0 0.0
H 13.503449 -0.873753 -5.520555 -0.1 0.1 0.0
H 10.517626 -1.508408 -5.370655 -0.1 0.1 0.1
H 10.437117 0.854151 -5.826579 -0.1 0.1 0.2
H 12.017683 1.155034 -5.072017 0.1 -0.1 0.0